Record 1
{"formula": "C29H53N2O6", "method": "ωB97M-V/def2-TZVPD", "elements": ["H", "C", "C", "H", "C", "C", "H", "C", "H", "H", "H", "H", "H", "H", "H", "H", "H", "C", "C", "H", "H", "C", "H", "H", "H", "H", "O", "H", "H", "H", "C", "C", "H", "C", "H", "C", "C", "C", "C", "C", "C", "H", "H", "C", "H", "H", "C", "C", "H", "O", "H", "H", "H", "O", "C", "H", "C", "H", "C", "H", "O", "H", "H", "C", "C", "O", "C", "H", "H", "H", "H", "H", "H", "H", "C", "O", "H", "H", "H", "H", "H", "H", "N", "C", "H", "C", "H", "H", "N", "H"], "xyz": [[0.547, 1.468, 3.070], [2.439, 2.249, 2.284], [-3.135, 4.096, -3.416], [10.505, 0.761, 1.329], [-3.555, 1.170, 0.001], [-0.825, -6.946, 0.452], [-4.153, 4.104, -3.022], [1.587, 2.740, 0.168], [1.969, 3.330, -5.222], [3.700, 1.573, -6.427], [-2.483, 6.161, -3.744], [4.983, 0.617, -4.216], [1.462, 1.654, -5.516], [-5.970, -5.763, 1.971], [2.863, 1.245, 2.392], [0.646, 0.869, 0.700], [0.007, -6.914, 3.085], [-2.342, 5.343, -3.039], [6.161, 1.982, 0.758], [0.528, 3.192, 2.675], [-3.842, 2.212, -0.176], [-0.826, -5.222, 2.033], [2.869, 0.518, -2.473], [-0.479, 2.221, 0.651], [-4.757, 1.656, 2.440], [1.836, 2.317, -0.806], [-2.440, 1.163, 0.894], [-5.349, -2.475, 3.959], [-0.384, 2.688, -2.750], [-1.487, -5.043, 2.882], [3.619, 1.893, -5.389], [7.456, 0.062, 1.329], [-2.439, -0.321, 2.321], [-4.663, 0.388, 0.695], [1.180, -6.145, 0.378], [0.914, 2.216, 2.367], [-5.562, -4.881, 2.463], [-4.366, 0.673, 2.166], [2.198, 2.285, -5.003], [3.921, 0.789, -4.378], [0.533, 1.934, 0.914], [-4.978, -4.101, 0.520], [-7.336, -3.728, 2.018], [8.654, 0.724, 0.877], [3.468, -0.150, -4.703], [-3.247, 0.737, -0.951], [-1.130, 3.409, -2.417], [-6.614, -3.835, 2.831], [-7.162, -4.061, 3.745], [-4.683, -2.730, 2.032], [-1.128, 3.428, -1.322], [4.298, 2.734, -5.237], [-5.029, -5.207, 3.359], [-2.428, 2.990, -2.864], [7.341, 2.548, 0.312], [-0.508, 4.730, -4.007], [-4.632, -4.081, 1.559], [1.189, -5.639, 2.772], [-5.762, -2.578, 2.949], [2.899, 2.898, 3.031], [2.089, 2.069, -3.598], [-0.232, 5.401, -2.397], [-2.637, 5.692, -2.047], [0.588, -6.813, 1.006], [0.327, -6.161, 2.362], [-1.572, -5.852, 0.985], [3.219, 1.312, -3.133], [-4.553, -0.680, 0.502], [-0.460, -4.257, 1.669], [-3.186, 3.974, -4.504], [-2.427, 1.340, 2.948], [1.260, 3.778, 0.020], [7.564, -0.942, 1.724], [5.225, 2.527, 0.712], [-0.914, 4.800, -2.995], [2.755, 2.742, 0.984], [3.871, 1.976, -2.559], [-3.602, -4.431, 1.582], [5.345, 0.173, 1.638], [-1.292, -7.883, 0.777], [-0.861, -6.903, -0.638], [-5.660, 0.693, 0.377], [9.823, 0.092, 0.975], [6.238, 0.675, 1.271], [7.296, 3.553, -0.116], [-2.842, 0.687, 2.178], [-4.778, -0.063, 2.851], [1.107, -7.769, 1.070], [8.546, 1.990, 0.338], [-6.315, -1.668, 2.708]], "orbital_gap_ev": 4.07, "total_charge": -1, "fmax_ev_per_a": 1.257}


Record 2
{"formula": "C4H11N3", "method": "ωB97M-V/def2-TZVPD", "elements": ["H", "C", "H", "C", "H", "N", "N", "C", "H", "H", "H", "N", "H", "C", "H", "H", "H", "H"], "xyz": [[-3.575, -0.662, -0.876], [-0.107, 0.062, 1.193], [-0.471, -0.924, 0.892], [1.850, 0.495, -0.424], [-0.463, 0.472, 2.129], [-0.852, 0.860, 0.068], [1.570, -0.532, -1.420], [1.417, 0.165, 1.026], [1.848, -0.786, 1.394], [1.272, 1.331, -0.835], [2.820, 0.971, -0.616], [-2.678, -0.662, -0.424], [1.928, 0.816, 1.720], [-2.090, 0.527, -0.046], [1.851, -1.476, -1.206], [0.598, -0.521, -1.688], [-2.794, 1.332, -0.221], [-2.126, -1.468, -0.667]], "smiles": "N/C=N\\CCCN", "orbital_gap_ev": 8.73, "fmax_ev_per_a": 3.626, "e_above_lowest_kj_mol": 300.0}


Record 3
{"formula": "C4H15NO3", "method": "ωB97M-V/def2-TZVPD", "elements": ["N", "H", "H", "H", "O", "H", "C", "O", "C", "O", "H", "H", "H", "C", "C", "H", "H", "H", "H", "H", "H", "H", "H"], "xyz": [[13.950, 8.885, 11.357], [12.199, 13.278, 12.594], [14.683, 8.199, 11.179], [14.359, 12.089, 12.421], [12.536, 11.436, 11.724], [13.689, 8.659, 12.320], [13.791, 11.157, 12.301], [9.189, 8.747, 8.766], [14.563, 10.245, 11.355], [11.099, 9.205, 10.780], [10.781, 12.390, 12.030], [9.786, 9.064, 9.468], [13.569, 10.825, 9.532], [11.752, 12.280, 12.517], [14.579, 10.770, 9.931], [13.639, 10.655, 13.265], [11.984, 8.835, 10.643], [8.975, 9.521, 8.239], [15.042, 11.757, 9.872], [15.592, 10.178, 11.727], [11.591, 11.866, 13.519], [15.131, 10.086, 9.283], [11.292, 10.110, 11.057]], "smiles": "COC[C@H](C)N.O.O", "orbital_gap_ev": 10.84, "fmax_ev_per_a": 0.784, "e_above_lowest_kj_mol": 50.7}


Record 4
{"formula": "C21H49ClN10O5PS2", "method": "ωB97M-V/def2-TZVPD", "elements": ["C", "O", "O", "H", "C", "C", "P", "H", "H", "H", "H", "C", "H", "H", "N", "H", "C", "C", "S", "N", "N", "C", "H", "H", "N", "H", "H", "C", "O", "N", "H", "C", "C", "C", "H", "Cl", "H", "H", "O", "S", "H", "H", "H", "C", "H", "C", "H", "H", "C", "H", "C", "H", "H", "H", "N", "C", "N", "H", "H", "H", "N", "H", "H", "C", "H", "H", "H", "C", "H", "C", "H", "C", "H", "H", "H", "H", "H", "H", "N", "O", "C", "H", "H", "H", "H", "H", "N", "H", "H"], "xyz": [[1.225, 2.568, -2.787], [0.530, -2.821, 3.897], [2.690, 4.971, -4.784], [0.494, -1.424, -2.549], [1.142, 1.010, -3.390], [1.440, 5.705, -2.604], [-4.340, -1.421, 2.131], [4.871, -1.156, -1.419], [0.516, -4.260, 0.407], [-4.044, -2.524, 3.024], [-2.969, 2.792, 3.908], [3.300, 3.520, -1.713], [-2.836, -5.825, -0.490], [2.128, 6.656, -2.413], [-4.626, -4.844, -0.960], [-6.603, 1.415, -0.637], [-2.785, -0.858, 1.096], [-2.551, -2.145, 0.049], [-5.309, 0.054, 2.945], [1.142, -1.178, -0.378], [-4.763, 0.186, -0.351], [3.385, -1.720, 0.356], [2.645, 0.809, -1.689], [1.494, 0.958, -4.505], [2.564, 3.229, -3.035], [0.437, 6.053, -3.119], [-3.139, 2.976, 2.259], [4.674, -0.871, -0.288], [-4.881, -4.153, -1.953], [-1.257, -2.069, -0.718], [-3.379, -6.019, -2.192], [-0.097, -1.554, 0.161], [-3.694, -5.988, -1.147], [2.252, 4.645, -3.563], [-2.759, -3.187, 0.571], [-1.980, -0.759, 3.832], [-4.232, -6.899, -0.879], [-0.801, 1.343, 0.702], [-5.076, -4.671, 0.179], [-0.230, -2.933, 2.516], [6.652, 1.040, -0.526], [6.781, -1.750, 0.194], [4.357, 0.280, -0.311], [-1.475, -0.531, 2.022], [5.780, -1.121, 1.776], [-0.814, 0.955, 1.831], [3.173, -2.704, -0.252], [-5.247, -1.984, 1.120], [-5.436, 1.557, -0.448], [7.982, 0.387, 0.652], [-1.329, 2.142, 2.812], [4.114, 4.372, -1.848], [-3.237, 1.429, 0.554], [1.152, 5.293, -1.547], [-2.818, 2.284, 2.998], [0.901, -4.096, 1.498], [-0.889, 3.458, 2.127], [0.783, -5.151, 2.044], [3.030, -0.314, -3.237], [-1.225, 3.458, 1.122], [-0.389, -1.491, 1.631], [6.446, 1.276, 1.347], [-1.358, 4.262, 2.613], [2.194, 0.080, -2.481], [0.347, 0.812, 2.085], [3.706, -2.037, 1.438], [1.977, -0.411, 1.321], [-3.322, 0.346, 0.136], [-0.503, 3.207, 4.456], [6.804, 0.510, 0.507], [0.970, 2.448, -1.627], [6.029, -0.950, 0.633], [0.311, 3.135, -3.295], [0.024, 0.601, -3.322], [0.369, 1.874, 3.989], [-1.396, -1.353, -1.464], [3.918, 2.557, -1.376], [-5.356, 2.178, 0.553], [2.225, -0.758, 0.377], [-1.504, -3.780, 2.771], [1.442, -1.247, -1.891], [2.554, 3.733, -0.822], [2.167, -2.169, -2.112], [-5.022, 2.184, -1.373], [2.034, -3.818, 1.592], [-2.657, 0.319, -0.854], [-0.606, 2.199, 4.176], [-3.420, -2.041, -0.764], [-4.796, -0.286, -1.293]], "orbital_gap_ev": 5.31, "total_charge": 1, "fmax_ev_per_a": 9.036, "e_above_lowest_kj_mol": 1188.4}


Record 5
{"formula": "C4H9NO3", "method": "ωB97M-V/def2-TZVPD", "elements": ["H", "H", "O", "H", "H", "H", "H", "O", "O", "C", "C", "C", "H", "H", "N", "H", "C"], "xyz": [[2.409, 1.965, 1.594], [-2.278, -0.558, 0.752], [2.599, 1.583, -0.366], [-0.070, -1.969, 0.613], [-2.126, -0.356, -1.136], [-2.512, -1.999, 0.066], [1.204, -0.209, 1.426], [0.114, 0.801, -1.162], [-2.878, -2.168, -0.925], [1.688, 1.774, 0.709], [-0.392, -1.294, -0.197], [0.251, 0.080, -0.173], [1.029, 2.655, 0.494], [-0.180, -1.691, -1.199], [0.873, 0.620, 0.944], [2.142, 1.678, -1.202], [-1.873, -0.910, -0.237]], "orbital_gap_ev": 10.92, "fmax_ev_per_a": 4.278, "e_above_lowest_kj_mol": 448.9}


Record 6
{"formula": "C5H7NO", "method": "ωB97M-V/def2-TZVPD", "elements": ["C", "C", "H", "C", "H", "H", "H", "N", "H", "O", "C", "H", "H", "C"], "xyz": [[-0.454, 0.418, -0.955], [0.662, -0.034, 1.434], [0.231, 0.951, 1.622], [1.795, -0.542, -0.299], [-0.107, -1.519, -0.073], [-0.198, 0.262, -2.015], [-0.210, 1.467, -0.747], [2.940, -0.406, -0.162], [1.799, 0.044, 1.436], [-2.509, -0.640, -0.247], [0.355, -0.521, -0.039], [-2.558, 0.994, -1.423], [0.337, -0.772, 2.170], [-1.960, 0.245, -0.857]], "smiles": "C[C@H](C#N)CC=O", "orbital_gap_ev": 11.23, "fmax_ev_per_a": 2.649, "e_above_lowest_kj_mol": 187.1}


Number 1: HOMO energy -2.12 eV. Number 2: HOMO energy -7.97 eV. Number 3: HOMO energy -10.18 eV. Number 4: HOMO energy -10.06 eV. Number 5: HOMO energy -10.32 eV. Number 6: HOMO energy -10.51 eV.